A 14-piece molecular cluster, C84H192F24N10O2P4 overall, computed with the ωB97M-V functional and the def2-TZVPD basis.

Structure (ORCA input):
```
! RIJCOSX wB97M-V def2-TZVPD def2/J DEFGRID3
* xyz 6 1
C -4.827 0.899 -6.118
C -5.710 -0.079 -5.309
C -5.563 0.131 -3.797
C -6.011 1.586 -3.536
N -6.039 1.962 -2.084
C -7.171 1.339 -1.340
C -8.366 2.171 -1.738
C -7.866 3.610 -2.055
C -6.337 3.463 -1.895
C -4.699 1.556 -1.576
H -3.853 1.116 -5.637
H -5.344 1.836 -6.215
H -4.727 0.686 -7.170
H -5.533 -1.134 -5.588
H -6.761 0.035 -5.587
H -4.523 0.050 -3.474
H -6.238 -0.500 -3.218
H -7.004 1.803 -3.901
H -5.333 2.227 -4.062
H -7.047 1.398 -0.253
H -7.245 0.291 -1.628
H -9.163 2.136 -0.995
H -8.833 1.835 -2.694
H -8.223 4.419 -1.372
H -8.161 3.878 -3.067
H -6.034 3.761 -0.905
H -5.714 3.967 -2.613
H -4.710 0.506 -1.325
H -4.606 2.121 -0.650
H -3.928 1.833 -2.296
C 6.544 2.610 8.780
C 6.257 1.427 9.726
C 5.563 0.216 9.022
C 4.138 0.682 8.799
N 3.341 -0.283 7.941
C 4.145 -0.634 6.669
C 3.096 -0.706 5.527
C 2.243 0.545 5.894
C 2.073 0.343 7.350
C 2.962 -1.433 8.738
H 5.670 3.143 8.343
H 7.161 2.197 7.991
H 7.090 3.347 9.369
H 5.678 1.744 10.577
H 7.210 1.147 10.162
H 5.637 -0.683 9.630
H 6.064 -0.023 8.083
H 4.100 1.611 8.219
H 3.538 0.734 9.709
H 4.771 -1.535 6.713
H 4.802 0.210 6.390
H 2.446 -1.566 5.613
H 3.562 -0.669 4.544
H 1.254 0.609 5.491
H 2.766 1.463 5.636
H 1.301 -0.428 7.441
H 1.763 1.189 7.935
H 2.395 -2.106 8.115
H 2.384 -1.072 9.585
H 3.809 -2.011 9.083
C -1.848 -3.196 -1.791
C -2.671 -4.258 -1.006
C -2.995 -3.815 0.389
C -3.801 -4.867 1.023
N -4.645 -4.464 2.244
C -5.387 -5.662 2.715
C -6.337 -5.044 3.752
C -6.621 -3.625 3.338
C -5.692 -3.440 2.049
C -3.674 -3.995 3.299
H -2.437 -2.294 -1.872
H -1.720 -3.525 -2.828
H -0.877 -3.016 -1.309
H -2.106 -5.188 -0.948
H -3.562 -4.513 -1.583
H -3.594 -2.904 0.384
H -2.038 -3.610 0.898
H -3.190 -5.618 1.488
H -4.415 -5.234 0.187
H -4.699 -6.376 3.155
H -5.879 -6.029 1.797
H -5.858 -5.128 4.721
H -7.237 -5.629 3.978
H -6.344 -2.929 4.104
H -7.691 -3.508 3.105
H -5.341 -2.419 1.999
H -6.247 -3.738 1.146
H -3.294 -3.058 2.926
H -2.917 -4.742 3.479
H -4.234 -3.837 4.222
C -1.261 0.822 -3.655
C -0.321 1.055 -2.475
C -1.047 0.743 -1.158
C -0.053 0.840 -0.027
N -0.680 0.751 1.345
C -1.637 1.912 1.494
C -1.086 2.612 2.771
C 0.396 2.307 2.745
C 0.397 0.752 2.422
C -1.410 -0.557 1.414
H -1.552 -0.237 -3.787
H -0.821 1.168 -4.606
H -2.135 1.441 -3.521
H 0.060 2.071 -2.469
H 0.554 0.426 -2.525
H -1.463 -0.265 -1.221
H -1.902 1.437 -1.031
H 0.420 1.843 -0.087
H 0.761 0.122 -0.107
H -2.617 1.488 1.550
H -1.558 2.587 0.660
H -1.580 2.236 3.678
H -1.295 3.702 2.709
H 0.917 2.516 3.689
H 0.850 2.776 1.900
H -0.041 0.258 3.238
H 1.246 0.286 1.947
H -0.697 -1.331 1.059
H -2.236 -0.523 0.698
H -1.661 -0.741 2.433
C 3.846 2.448 0.279
C 4.208 3.904 0.057
C 2.924 4.751 0.220
C 3.219 6.182 0.560
N 2.135 7.186 0.290
C 1.412 7.156 -1.001
C 0.743 8.552 -0.962
C 1.534 9.456 -0.026
C 2.694 8.554 0.325
C 1.122 6.957 1.404
H 4.731 1.815 0.215
H 3.181 2.061 -0.518
H 3.342 2.274 1.240
H 4.690 4.142 -0.895
H 4.917 4.240 0.834
H 2.245 4.275 0.977
H 2.416 4.681 -0.722
H 4.146 6.583 0.136
H 3.381 6.295 1.610
H 0.691 6.351 -1.047
H 2.160 7.100 -1.789
H -0.305 8.531 -0.701
H 0.789 8.991 -1.971
H 0.915 9.725 0.813
H 1.931 10.339 -0.542
H 3.127 8.697 1.323
H 3.460 8.626 -0.451
H 0.868 5.893 1.300
H 0.281 7.629 1.229
H 1.510 7.258 2.369
C 1.484 1.485 -9.158
C 1.771 2.431 -8.037
C 0.475 3.123 -7.617
C 0.653 4.267 -6.597
N -0.473 5.214 -6.476
C -0.804 5.992 -7.717
C -1.460 7.288 -7.143
C -1.130 7.373 -5.644
C -0.033 6.298 -5.490
C -1.675 4.507 -5.993
H 2.403 0.915 -9.330
H 1.219 2.008 -10.072
H 0.736 0.776 -8.805
H 2.475 3.247 -8.258
H 2.230 1.937 -7.195
H -0.181 2.374 -7.184
H -0.015 3.517 -8.522
H 1.544 4.876 -6.787
H 0.717 3.914 -5.573
H -1.492 5.381 -8.309
H 0.117 6.149 -8.268
H -2.528 7.244 -7.380
H -1.119 8.150 -7.702
H -1.995 7.043 -5.064
H -0.849 8.371 -5.300
H -0.031 5.910 -4.466
H 0.949 6.604 -5.838
H -1.490 4.052 -5.032
H -1.953 3.752 -6.739
H -2.465 5.261 -5.895
C 4.408 -8.935 0.455
C 4.480 -7.635 1.156
C 3.210 -7.349 1.943
C 3.341 -6.127 2.825
N 2.109 -5.729 3.660
C 0.911 -5.453 2.697
C 0.347 -4.121 3.150
C 1.625 -3.359 3.393
C 2.404 -4.369 4.299
C 1.820 -6.782 4.724
C 0.524 -6.545 5.480
C 0.547 -7.407 6.723
H 3.519 -9.104 -0.209
H 4.295 -9.740 1.189
H 5.228 -9.228 -0.185
H 4.694 -6.774 0.515
H 5.345 -7.701 1.803
H 2.903 -8.238 2.545
H 2.438 -7.230 1.128
H 3.648 -5.241 2.290
H 3.955 -6.259 3.666
H 0.244 -6.318 2.731
H 1.461 -5.407 1.751
H -0.255 -4.187 4.067
H -0.263 -3.677 2.345
H 1.493 -2.422 3.927
H 2.085 -3.223 2.405
H 1.905 -4.275 5.269
H 3.494 -4.240 4.333
H 2.689 -6.673 5.349
H 1.816 -7.744 4.209
H -0.339 -6.718 4.822
H 0.371 -5.506 5.716
H -0.475 -7.437 7.117
H 1.162 -6.982 7.512
H 0.836 -8.460 6.591
C -1.811 -2.860 -6.280
C -0.334 -2.591 -5.940
C 0.539 -3.848 -6.078
C 1.824 -3.504 -5.291
N 3.005 -4.375 -5.423
C 4.035 -3.988 -4.357
C 5.382 -4.422 -4.960
C 5.115 -4.807 -6.468
C 3.715 -4.210 -6.671
C 2.508 -5.796 -5.220
C 1.878 -6.053 -3.834
C 2.730 -7.048 -3.034
H -2.405 -1.939 -6.166
H -2.208 -3.575 -5.561
H -1.900 -3.276 -7.277
H -0.135 -2.250 -4.932
H -0.013 -1.820 -6.679
H 0.785 -4.155 -7.081
H 0.033 -4.687 -5.584
H 1.495 -3.511 -4.250
H 2.069 -2.505 -5.619
H 3.778 -4.510 -3.476
H 3.929 -2.897 -4.226
H 5.828 -5.261 -4.393
H 6.145 -3.642 -4.887
H 5.080 -5.897 -6.612
H 5.894 -4.431 -7.128
H 3.198 -4.596 -7.563
H 3.809 -3.141 -6.866
H 3.383 -6.407 -5.329
H 1.848 -6.045 -6.041
H 0.857 -6.403 -4.049
H 1.864 -5.097 -3.298
H 2.227 -7.296 -2.095
H 3.687 -6.562 -2.863
H 2.942 -7.961 -3.581
C -6.402 2.387 6.989
C -5.033 2.323 6.324
C -3.926 2.963 7.200
O -2.733 2.867 6.514
C -1.538 2.451 7.244
N -4.609 0.923 6.067
H -5.346 0.483 5.485
H -3.761 0.880 5.516
H -4.502 0.389 6.923
H -6.645 3.432 7.151
H -6.279 1.831 7.923
H -7.146 1.881 6.380
H -4.981 2.862 5.406
H -3.936 2.497 8.188
H -4.193 4.013 7.355
H -0.804 2.487 6.463
H -1.568 1.471 7.700
H -1.277 3.193 8.001
C 6.485 3.282 -6.672
C 5.670 3.222 -5.386
C 5.052 1.877 -5.224
O 4.415 1.814 -4.012
C 3.852 0.534 -3.733
N 6.678 3.292 -4.236
H 6.248 2.909 -3.367
H 7.451 2.682 -4.507
H 6.994 4.245 -4.006
H 5.838 3.214 -7.529
H 7.213 2.467 -6.765
H 7.029 4.236 -6.755
H 4.964 4.046 -5.217
H 5.803 1.076 -5.317
H 4.284 1.772 -5.987
H 3.296 0.669 -2.808
H 4.658 -0.192 -3.547
H 3.206 0.262 -4.561
P -1.848 4.944 -1.751
F -2.353 3.742 -0.787
F -2.390 4.112 -3.076
F -3.302 5.568 -1.623
F -1.403 6.205 -2.718
F -1.437 5.865 -0.473
F -0.383 4.299 -1.914
P -5.392 0.852 2.481
F -6.682 0.126 1.860
F -5.591 2.096 1.484
F -6.253 1.600 3.603
F -4.110 1.580 3.239
F -5.237 -0.378 3.563
F -4.411 0.096 1.471
P -1.294 -1.797 5.900
F -1.050 -1.722 7.478
F 0.436 -2.110 5.923
F -1.548 -3.387 6.028
F -1.401 -1.912 4.309
F -2.928 -1.514 5.994
F -1.044 -0.220 5.831
P 2.514 -2.388 -0.636
F 2.328 -3.554 -1.762
F 0.997 -2.639 -0.072
F 3.053 -3.505 0.391
F 2.736 -1.266 0.449
F 3.988 -2.144 -1.081
F 2.011 -1.242 -1.674
*
```

Properties
- E (Ha) = -7774.8843
- gap between HOMO and LUMO (eV) = 8.949
- HOMO (Eh) = -0.6953
- E_LUMO (eV) = -10.0

---

C6H15NO2 as an isolated structure, computed with the ωB97M-V functional and the def2-TZVPD basis.

Structure (ORCA input):
```
! RIJCOSX wB97M-V def2-TZVPD def2/J DEFGRID3
* xyz 0 1
C 1.133 -0.494 0.224
C 1.352 0.236 -0.970
C 1.884 -0.035 1.468
C 1.010 -2.009 0.110
H -0.136 -0.142 0.544
H 1.976 1.122 -0.952
H -0.036 0.933 -1.011
H 1.321 -0.279 -1.925
H 1.902 1.054 1.533
H 1.413 -0.424 2.375
H 2.918 -0.389 1.452
H 0.505 -2.427 0.985
H 0.436 -2.295 -0.774
H 1.994 -2.478 0.035
C -1.189 1.279 -0.647
N -2.366 -0.678 0.286
C -1.474 0.402 0.462
O -0.974 2.635 -0.344
O -2.038 1.078 -1.753
H -1.811 3.012 -0.042
H -1.583 1.402 -2.539
H -2.625 -0.845 -0.677
H -2.072 -1.540 0.725
H -1.540 0.882 1.434
*
```

Properties
- E (Ha) = -442.7271
- gap between HOMO and LUMO (eV) = 8.133
- HOMO (Eh) = -0.2774
- E_LUMO (eV) = 0.6
- relative energy (zero: lowest compared OMol25 entry of this formula, charge and spin) (kcal per mole) = 96.7

---

A 2-piece molecular cluster, C4H12S2 overall, computed with the ωB97M-V functional and the def2-TZVPD basis.

Structure (ORCA input):
```
! RIJCOSX wB97M-V def2-TZVPD def2/J DEFGRID3
* xyz 0 1
C 1.447 0.687 1.073
C 1.056 1.623 -0.059
C -0.247 2.398 0.154
H 1.575 1.266 2.001
H 2.372 0.157 0.868
H 0.684 -0.051 1.321
H 1.061 1.063 -1.001
H 1.929 2.249 -0.287
H -0.030 3.470 0.038
H -1.040 2.130 -0.535
H -0.460 2.372 1.224
C -1.858 -2.313 -1.364
S -1.042 -1.392 -0.023
S -0.238 -2.897 1.149
H -2.935 -2.281 -1.211
H -1.468 -3.324 -1.316
H -1.519 -1.925 -2.313
H 0.714 -3.233 0.282
*
```

Properties
- E (Ha) = -955.9479
- gap between HOMO and LUMO (eV) = 9.484
- HOMO (Eh) = -0.3276
- E_LUMO (eV) = 0.6
- relative energy (zero: lowest compared OMol25 entry of this formula, charge and spin) (kcal per mole) = 10.4
- SMILES = CCC.CSS

---

CH2Br3N2 as an isolated structure, computed with the ωB97M-V functional and the def2-TZVPD basis.

Structure (ORCA input):
```
! RIJCOSX wB97M-V def2-TZVPD def2/J DEFGRID3
* xyz 1 1
C 0.254 0.449 -0.021
N -1.088 0.745 -0.036
N 0.648 -0.902 -0.003
Br 1.538 1.760 0.106
Br -2.383 -0.580 0.090
Br 2.416 -1.346 0.218
H -1.499 1.605 0.199
H 0.114 -1.731 -0.554
*
```

Properties
- E (Ha) = -7870.5059
- gap between HOMO and LUMO (eV) = 9.437
- HOMO (Eh) = -0.5321
- E_LUMO (eV) = -5.0
- relative energy (zero: lowest compared OMol25 entry of this formula, charge and spin) (kcal per mole) = 4.4

---

A 2-piece molecular cluster, C5H17N2 overall, computed with the ωB97M-V functional and the def2-TZVPD basis.

Structure (ORCA input):
```
! RIJCOSX wB97M-V def2-TZVPD def2/J DEFGRID3
* xyz 1 1
C -2.149 0.961 -0.746
C -1.905 0.350 0.617
N -0.875 -0.728 0.532
C -0.642 -1.415 1.830
H -2.399 0.196 -1.484
H -2.983 1.660 -0.736
H -1.276 1.498 -1.119
H -1.574 1.057 1.377
H -2.822 -0.104 0.997
H 0.049 -0.247 0.200
H -1.120 -1.395 -0.205
H 0.005 -0.803 2.453
H -0.221 -2.403 1.683
H -1.609 -1.505 2.322
C 2.139 -0.918 -0.781
N 1.634 0.293 -0.098
C 1.684 1.451 -1.006
H 1.475 -1.149 -1.614
H 3.160 -0.785 -1.139
H 2.157 -1.769 -0.100
H 2.259 0.473 0.679
H 2.700 1.690 -1.320
H 1.277 2.318 -0.481
H 1.035 1.273 -1.861
*
```

Properties
- E (Ha) = -309.9729
- gap between HOMO and LUMO (eV) = 11.147
- HOMO (Eh) = -0.5087
- E_LUMO (eV) = -2.7
- relative energy (zero: lowest compared OMol25 entry of this formula, charge and spin) (kcal per mole) = 13.4

---

A 3-piece molecular cluster, C2H9NO4 overall, computed with the ωB97M-V functional and the def2-TZVPD basis.

Structure (ORCA input):
```
! RIJCOSX wB97M-V def2-TZVPD def2/J DEFGRID3
* xyz 0 1
O -2.123 2.095 -0.737
C -0.911 2.138 -0.725
N -0.121 1.089 -0.430
C -0.684 -0.194 -0.082
O 0.070 -1.187 -0.776
H -0.424 3.087 -0.983
H 0.879 1.230 -0.389
H -1.728 -0.227 -0.362
H -0.505 -0.376 0.976
H -0.522 -1.599 -1.382
O 5.636 -2.307 4.440
H 5.502 -1.360 4.513
H 4.869 -2.671 4.904
O -3.065 -0.167 -3.000
H -3.995 -0.319 -2.939
H -2.878 0.768 -3.030
*
```

Properties
- E (Ha) = -437.3119
- gap between HOMO and LUMO (eV) = 10.805
- HOMO (Eh) = -0.3690
- E_LUMO (eV) = 0.8
- relative energy (zero: lowest compared OMol25 entry of this formula, charge and spin) (kcal per mole) = 22.3
- SMILES = O=CNCO.O.O